# C20H46BCl2F3O4P

4 unconnected molecules or ions with the total composition C20H46BCl2F3O4P in a non-equilibrium geometry (ωB97M-V/def2-TZVPD, OMol25).

Computed properties:
Net charge ... -1

Last column: Löwdin charge in e.
Cartesian coordinates (Å):
C 1.39 -1.53 -3.14  -0.0442
B 2.57 -2.04 -2.20  -0.5466
O 3.67 -2.53 -2.96  -0.0014
P 2.70 -2.21 -0.23  0.5387
C 0.89 -1.69 0.16  -0.2905
C -0.21 -2.76 -0.03  -0.2215
C -1.25 -2.49 -1.15  -0.3584
C -1.18 -3.68 -2.15  -0.0784
C -2.65 -2.59 -0.53  -0.2013
C -2.96 -1.39 0.40  -0.1652
C -3.82 -0.37 -0.30  -0.1090
C -3.67 0.93 -0.07  -0.3324
C -4.87 1.84 0.10  -0.0596
C -2.26 1.52 0.03  -0.0579
C 3.07 -2.86 1.57  -0.3305
C 1.95 -3.43 2.45  -0.1390
C 1.29 -2.56 3.50  -0.6364
F 1.70 -1.30 3.57  0.1205
F 1.44 -3.08 4.74  0.0966
F -0.06 -2.53 3.32  0.0915
C 3.38 -0.39 -0.01  -0.7286
Cl 3.63 0.26 1.68  0.5173
C 2.58 0.73 -0.79  -0.7011
C 3.58 1.75 -1.32  -0.1781
Cl 1.53 1.75 0.34  0.5519
H 0.67 -0.82 -2.75  0.0330
H 1.86 -1.03 -3.99  0.0588
H 0.91 -2.40 -3.60  0.0540
H 4.35 -1.85 -2.89  0.0809
H 4.10 -2.63 -0.49  -0.0021
H 2.24 -3.60 -0.49  0.0212
H 0.54 -0.87 -0.46  0.0362
H 0.86 -1.25 1.15  0.0577
H 0.15 -3.78 -0.12  0.0843
H -0.78 -2.75 0.90  0.0812
H -1.14 -1.54 -1.65  0.1172
H -1.79 -4.49 -1.76  0.0691
H -0.16 -3.98 -2.34  0.0615
H -1.68 -3.35 -3.06  0.0723
H -3.41 -2.61 -1.30  0.1007
H -2.72 -3.51 0.05  0.1076
H -2.08 -0.94 0.83  0.0975
H -3.61 -1.76 1.20  0.1110
H -4.59 -0.72 -0.99  0.1028
H -5.55 1.43 0.83  0.0544
H -5.38 1.96 -0.86  0.0769
H -4.49 2.79 0.45  0.0644
H -1.69 1.11 -0.79  0.0675
H -2.31 2.60 0.01  0.0672
H -1.77 1.20 0.95  0.0680
H 3.88 -2.38 2.12  0.0431
H 3.59 -3.78 1.30  0.0457
H 1.21 -4.01 1.92  0.1061
H 2.42 -4.19 3.07  0.1105
H 4.38 -0.37 -0.44  0.0441
H 1.85 0.41 -1.52  0.0471
H 3.10 2.67 -1.60  0.0590
H 4.19 1.30 -2.11  0.0840
H 4.26 1.99 -0.51  0.0399
C 5.45 4.93 -0.83  -0.1582
O 5.89 3.73 -1.44  -0.1392
H 5.05 5.58 -1.61  0.0771
H 4.65 4.73 -0.11  0.0728
H 6.28 5.44 -0.33  0.0723
H 6.23 3.16 -0.74  0.0751
C 0.97 5.24 0.74  -0.1744
O -0.03 6.24 0.53  -0.1376
H 1.41 5.00 -0.23  0.0662
H 1.74 5.61 1.41  0.0745
H 0.52 4.34 1.15  0.0437
H -0.42 6.44 1.39  0.0660
C -8.75 1.57 1.94  -0.1638
O -7.69 2.43 2.33  -0.1300
H -8.39 0.54 2.01  0.0777
H -9.61 1.69 2.61  0.0713
H -9.06 1.77 0.91  0.0748
H -8.02 3.34 2.26  0.0729


# C2H6NO3

2 unconnected molecules or ions with the total composition C2H6NO3 in a non-equilibrium geometry (ωB97M-V/def2-TZVPD, OMol25).

Computed properties:
Net charge ... -1
Relative energy (zero: lowest compared OMol25 entry of this formula, charge and spin) ... 1.010 eV

Last column: Löwdin charge in e.
Cartesian coordinates (Å):
O -1.48 -1.79 0.20  -0.0677
C -0.66 -0.87 0.07  -0.5620
O 0.31 -0.56 0.97  -0.1678
C -0.82 0.05 -1.30  -0.1342
N -0.09 1.42 -1.09  -0.0196
H -1.86 0.30 -1.62  0.0906
H -0.40 -0.39 -2.15  0.0542
H -0.49 1.78 -0.27  0.0177
H 0.85 1.19 -0.83  0.0012
H 2.30 1.02 1.87  -0.0249
H 1.46 0.40 0.87  -0.0227
O 2.14 1.18 0.96  -0.1649


| no. | total energy (eV) | orbital gap (eV) | E_HOMO (eV) |
| --- | --- | --- | --- |
| 1 | -72834.890 | 5.7 | -3.52 |
| 2 | -9805.191 | 8.8 | -4.47 |